Entry 1:
{"formula": "C33H58Br2F2NO5SSi", "method": "the ωB97M-V functional and the def2-TZVPD basis", "species": ["C", "O", "C", "C", "C", "C", "C", "C", "C", "N", "C", "F", "F", "C", "C", "Si", "C", "C", "C", "C", "C", "C", "C", "C", "C", "C", "C", "C", "C", "O", "O", "C", "C", "C", "Br", "C", "C", "Br", "H", "H", "H", "H", "H", "H", "H", "H", "H", "H", "H", "H", "H", "H", "H", "H", "H", "H", "H", "H", "H", "H", "H", "H", "H", "H", "H", "H", "H", "H", "H", "H", "H", "H", "H", "H", "H", "H", "H", "H", "H", "H", "H", "H", "H", "H", "H", "H", "H", "H", "C", "C", "C", "S", "O", "O", "C", "H", "H", "H", "H", "H", "H", "H", "H"], "xyz": [[8.960, -0.678, 1.505], [7.640, -0.125, 1.570], [6.754, -0.731, 0.619], [5.727, 0.334, 0.106], [4.599, 0.666, 1.189], [3.782, -0.696, 1.407], [2.299, -0.320, 1.864], [1.640, -1.522, 2.648], [1.016, -2.681, 1.820], [-0.322, -2.464, 1.108], [-1.287, -1.705, 1.926], [-2.627, -1.902, 1.563], [-1.282, -2.162, 3.257], [-1.142, -0.133, 2.026], [-2.500, 0.664, 1.787], [-2.151, 2.570, 1.764], [-3.870, 3.397, 1.715], [-1.061, 3.112, 3.219], [-1.342, 2.889, 0.048], [-2.134, 2.493, -1.131], [-1.657, 2.633, -2.502], [-0.308, 3.206, -2.684], [0.473, 3.641, -1.517], [-0.022, 3.493, -0.143], [-0.875, -3.889, 1.048], [0.023, -4.915, 0.264], [0.868, -5.905, 1.196], [0.674, -7.423, 0.767], [1.047, -7.669, -0.753], [-0.691, -7.845, 0.957], [0.888, -4.402, -0.750], [0.525, -3.132, -1.296], [-0.101, -2.043, -0.322], [-1.214, -1.247, -1.085], [-0.294, -0.594, -2.762], [-2.588, -1.864, -1.517], [-2.767, -3.370, -1.885], [-3.156, -0.856, -3.172], [9.397, -0.630, 2.534], [9.613, -0.068, 0.821], [8.970, -1.754, 1.169], [7.353, -1.076, -0.272], [6.284, -1.630, 1.100], [6.264, 1.291, -0.116], [5.171, 0.020, -0.821], [3.909, 1.483, 0.861], [5.137, 0.982, 2.124], [3.814, -1.365, 0.511], [4.250, -1.159, 2.324], [2.448, 0.504, 2.626], [1.685, 0.133, 1.047], [0.976, -1.073, 3.443], [2.481, -1.984, 3.249], [0.945, -3.555, 2.526], [1.823, -2.986, 1.093], [-0.804, 0.154, 3.060], [-0.443, 0.221, 1.227], [-2.940, 0.454, 0.768], [-3.253, 0.466, 2.592], [-3.728, 4.475, 1.445], [-4.432, 3.236, 2.672], [-4.443, 2.898, 0.878], [-1.348, 2.593, 4.176], [-1.257, 4.207, 3.390], [0.039, 3.003, 3.018], [-3.160, 2.064, -0.974], [-2.262, 2.329, -3.391], [0.084, 3.312, -3.719], [1.481, 4.074, -1.703], [0.576, 3.825, 0.734], [-1.889, -3.944, 0.584], [-1.017, -4.316, 2.081], [-0.685, -5.624, -0.271], [1.947, -5.672, 0.947], [0.634, -5.755, 2.279], [1.327, -8.101, 1.388], [2.130, -7.467, -0.969], [0.883, -8.759, -0.991], [0.390, -7.095, -1.462], [-1.116, -7.702, 0.093], [1.471, -2.714, -1.746], [-0.109, -3.361, -2.201], [0.733, -1.281, -0.220], [-1.453, -0.241, -0.630], [-3.402, -1.578, -0.795], [-1.985, -4.089, -1.540], [-3.740, -3.730, -1.435], [-2.902, -3.519, -2.993], [-4.092, 6.144, -4.082], [-4.059, 7.665, -3.906], [-4.416, 7.965, -2.446], [-3.897, 6.534, -1.499], [-5.069, 5.895, -0.949], [-2.763, 6.889, -0.681], [-3.330, 5.572, -2.892], [-3.647, 5.835, -5.029], [-5.128, 5.793, -4.066], [-3.053, 8.034, -4.122], [-4.746, 8.166, -4.589], [-3.896, 8.848, -2.077], [-5.491, 8.085, -2.313], [-3.531, 4.518, -2.719], [-2.256, 5.739, -2.996]], "lowdin_charge": [-0.114, -0.218, -0.242, -0.173, -0.185, -0.199, -0.200, -0.160, -0.065, -0.052, -0.386, 0.076, 0.089, -0.113, -0.224, 0.590, -0.170, -0.185, -0.234, -0.121, -0.139, -0.087, -0.067, -0.069, -0.029, -0.285, -0.072, -0.386, -0.051, -0.058, -0.113, -0.167, -0.226, -0.554, 0.735, -0.657, -0.145, 0.639, 0.093, 0.097, 0.093, 0.124, 0.120, 0.117, 0.112, 0.105, 0.119, 0.109, 0.115, 0.125, 0.093, 0.110, 0.135, 0.140, 0.160, 0.126, 0.095, 0.067, 0.098, 0.041, 0.045, 0.043, 0.045, 0.050, 0.031, 0.096, 0.095, 0.101, 0.097, 0.093, 0.134, 0.158, 0.136, 0.134, 0.118, 0.153, 0.094, 0.096, 0.082, 0.082, 0.132, 0.114, 0.130, 0.067, 0.086, 0.054, 0.101, 0.070, -0.218, -0.214, -0.219, 0.655, -0.324, -0.330, -0.243, 0.116, 0.122, 0.119, 0.117, 0.105, 0.107, 0.082, 0.107], "homo_lumo_gap_ev": 8.57, "largest_force_ev_per_a": 5.332, "total_charge": 1, "spin_multiplicity": 1}

***

Entry 2:
{"formula": "C6H33NO11", "method": "the ωB97M-V functional and the def2-TZVPD basis", "species": ["C", "C", "C", "C", "C", "N", "C", "O", "H", "H", "H", "H", "H", "H", "H", "H", "H", "H", "H", "H", "H", "O", "H", "H", "O", "H", "H", "O", "H", "H", "O", "H", "H", "O", "H", "H", "O", "H", "H", "O", "H", "H", "O", "H", "H", "O", "H", "H", "O", "H", "H"], "xyz": [[-0.461, 0.642, -1.304], [-0.733, 1.536, -0.363], [-0.215, 2.946, -0.380], [-1.620, 1.132, 0.811], [-1.341, -0.316, 1.276], [-0.943, -0.353, 2.673], [-2.634, -1.171, 1.067], [-2.554, -2.359, 1.808], [0.296, 0.906, -2.033], [-0.806, -0.349, -1.507], [-0.324, 3.298, 0.642], [-0.901, 3.598, -0.925], [0.807, 3.023, -0.744], [-2.683, 1.297, 0.574], [-1.516, 1.801, 1.656], [-0.529, -0.766, 0.704], [-0.539, -1.255, 2.879], [-1.682, -0.199, 3.345], [-2.936, -1.309, 0.015], [-3.489, -0.627, 1.506], [-2.188, -3.114, 1.351], [1.305, -0.982, -0.051], [1.829, -0.733, -0.854], [1.732, -0.370, 0.592], [2.248, -0.354, -2.478], [1.352, -0.399, -2.821], [2.299, 0.630, -2.506], [-3.329, 1.649, -2.683], [-2.762, 0.867, -2.656], [-2.988, 2.162, -1.937], [1.493, 1.051, 2.095], [0.651, 0.756, 2.502], [1.438, 2.020, 2.056], [2.857, -1.314, 2.870], [2.066, -0.764, 2.897], [3.420, -0.800, 2.294], [0.230, -0.938, -3.635], [0.344, -1.273, -4.548], [0.165, -1.795, -3.147], [0.974, -3.456, 0.912], [1.505, -2.765, 0.473], [0.569, -3.110, 1.680], [-0.705, -3.140, -1.428], [-0.341, -3.995, -1.616], [-0.206, -2.572, -0.859], [1.817, 2.096, -3.243], [1.028, 1.877, -3.739], [1.680, 3.055, -3.081], [1.390, 3.710, 2.707], [2.318, 3.841, 2.539], [1.419, 3.368, 3.609]], "lowdin_charge": [0.012, -0.333, -0.043, -0.109, -0.360, 0.048, -0.221, -0.060, 0.031, 0.064, 0.057, 0.082, 0.076, 0.118, 0.106, 0.090, 0.080, 0.098, 0.127, 0.120, 0.083, -0.118, 0.031, 0.046, -0.095, -0.080, 0.022, -0.062, 0.018, 0.018, -0.082, 0.017, 0.000, -0.054, -0.010, 0.025, -0.047, 0.102, 0.074, -0.058, 0.018, -0.004, -0.034, 0.044, -0.021, -0.047, 0.058, 0.086, -0.035, 0.054, 0.067], "homo_lumo_gap_ev": 9.12, "largest_force_ev_per_a": 2.920, "de_lowest_kcal_mol": 99.0, "total_charge": 0, "spin_multiplicity": 1}

***

Entry 3:
{"formula": "C20H28BClFNO7", "method": "the ωB97M-V functional and the def2-TZVPD basis", "species": ["C", "B", "O", "C", "C", "C", "C", "O", "Cl", "C", "C", "C", "C", "C", "C", "C", "F", "C", "O", "N", "C", "O", "H", "H", "H", "H", "H", "H", "H", "H", "H", "H", "H", "H", "H", "H", "C", "O", "C", "C", "O", "C", "C", "O", "C", "H", "H", "H", "H", "H", "H", "H", "H", "H", "H", "H", "H", "H", "H"], "xyz": [[-0.974, 3.494, -3.353], [-0.483, 2.444, -2.217], [-0.764, 2.792, -0.839], [0.271, 1.025, -2.503], [1.570, 0.894, -3.384], [2.235, 2.167, -4.117], [3.689, 2.519, -3.530], [3.861, 3.169, -2.473], [5.232, 1.971, -4.397], [2.242, -0.517, -3.590], [1.652, -1.775, -2.921], [0.363, -1.593, -2.071], [-0.371, -0.256, -1.843], [-1.705, -0.252, -0.973], [-3.035, -0.244, -1.908], [-3.592, -1.738, -2.195], [-2.799, 0.343, -3.212], [0.080, -3.069, -1.561], [-0.815, -3.528, -0.806], [1.116, -3.978, -2.078], [2.084, -3.303, -2.944], [2.994, -3.916, -3.541], [-1.991, 3.937, -3.020], [-0.270, 4.393, -3.495], [-1.197, 2.977, -4.363], [-0.047, 2.482, -0.243], [2.369, 1.859, -5.225], [1.564, 3.087, -4.130], [3.170, -0.590, -4.243], [-1.733, 0.563, -0.163], [-1.728, -1.267, -0.418], [-3.834, 0.304, -1.303], [-4.059, -2.187, -1.258], [-4.417, -1.617, -2.999], [-2.792, -2.404, -2.684], [0.779, -4.908, -2.373], [0.607, 2.250, 5.567], [-0.168, 1.100, 5.250], [-1.205, 1.362, 4.311], [-1.244, 0.298, 3.215], [-0.141, 0.302, 2.313], [1.136, -0.086, 2.834], [1.246, -1.546, 3.269], [0.489, -1.792, 4.448], [-0.242, -3.005, 4.410], [0.089, 2.850, 6.319], [1.558, 1.909, 5.974], [0.815, 2.852, 4.677], [-1.101, 2.351, 3.854], [-2.151, 1.335, 4.865], [-2.127, 0.499, 2.598], [-1.401, -0.698, 3.631], [1.447, 0.593, 3.626], [1.841, 0.067, 2.013], [2.293, -1.768, 3.506], [0.931, -2.196, 2.446], [-0.701, -3.170, 3.430], [-1.045, -2.936, 5.147], [0.409, -3.844, 4.670]], "lowdin_charge": [-0.045, -0.404, 0.062, 0.048, -0.075, -0.110, -0.653, -0.008, 0.558, 0.068, -0.010, 0.024, -0.026, -0.088, -0.282, -0.059, -0.069, -0.318, 0.030, 0.126, -0.329, 0.060, 0.085, 0.078, 0.083, 0.107, 0.127, 0.108, 0.106, 0.111, 0.117, 0.143, 0.090, 0.088, 0.083, 0.160, -0.107, -0.203, -0.188, -0.177, -0.141, -0.165, -0.185, -0.204, -0.108, 0.087, 0.088, 0.086, 0.121, 0.126, 0.122, 0.111, 0.108, 0.126, 0.127, 0.121, 0.086, 0.089, 0.087], "homo_lumo_gap_ev": 7.97, "largest_force_ev_per_a": 5.558, "de_lowest_kcal_mol": 149.2, "total_charge": 0, "spin_multiplicity": 1}

***

Entry 4:
{"formula": "C5H8O", "method": "the ωB97M-V functional and the def2-TZVPD basis", "species": ["C", "O", "C", "C", "C", "C", "H", "H", "H", "H", "H", "H", "H", "H"], "xyz": [[2.209, 0.842, -0.038], [1.972, -0.410, 0.601], [0.311, -0.840, 0.234], [-0.838, -0.258, 0.108], [-1.797, 0.848, -0.067], [-0.720, -1.872, -0.002], [1.507, 1.580, 0.376], [2.039, 0.697, -1.071], [3.267, 0.978, 0.232], [-2.419, 0.774, -1.104], [-1.294, 1.877, -0.036], [-2.621, 0.745, 0.784], [-0.949, -2.602, 0.954], [-0.667, -2.357, -0.969]], "lowdin_charge": [-0.157, -0.180, -0.071, -0.209, -0.087, -0.046, 0.080, 0.063, 0.094, 0.122, 0.085, 0.112, 0.131, 0.064], "homo_lumo_gap_ev": 9.94, "largest_force_ev_per_a": 5.315, "de_lowest_kcal_mol": 131.1, "total_charge": 0, "spin_multiplicity": 1}

***

Ordered HOMO level results: -11.22 -9.02 -9.25 -9.17; unit eV.
Ordered DFT total energy results: -7758.20637 -1130.74011 -1945.07162 -270.34899; unit Ha.
Ordered LUMO results: -0.0974 0.0035 -0.0469 0.0281; unit Eh.